Density functional theory data (ωB97M-V/def2-TZVPD) for C39H25ClN8O9STi as an isolated structure at a distorted geometry.

Values from the calculation:
Multiplicity: 3
Energy: -4324.247188 a.u.
Energy relative to the best compared isomer or geometry (same formula, charge and spin): 0.8009 eV
HOMO (alpha / beta): 0.0 / -3.0 eV
Net charge: -2

Positions of all 84 atoms, in Å:
Ti: 6.599 5.167 19.295
Cl: 12.993 7.315 18.009
C: 11.673 6.405 18.427
C: 11.808 4.997 18.692
C: 10.675 4.318 19.135
C: 9.385 4.899 19.288
O: 8.267 4.156 19.510
C: 9.309 6.317 19.034
C: 8.255 7.033 19.603
N: 7.502 6.511 20.626
C: 6.813 7.361 21.477
C: 6.453 8.700 21.213
C: 5.784 9.459 22.130
C: 5.222 8.846 23.198
C: 5.487 7.524 23.658
C: 4.960 6.867 24.814
C: 5.245 5.535 25.019
C: 6.082 4.929 24.076
N: 6.506 5.508 22.982
C: 6.269 6.802 22.715
C: 10.426 6.990 18.509
H: 12.748 4.425 18.781
H: 10.835 3.290 19.426
H: 8.045 8.018 19.353
H: 6.675 9.172 20.249
H: 5.664 10.491 22.005
H: 4.453 9.408 23.742
H: 4.376 7.434 25.554
H: 4.891 5.030 25.882
H: 6.470 3.921 24.287
H: 10.381 8.101 18.343
O: 5.412 4.122 20.182
C: 5.540 2.783 20.130
C: 6.436 2.183 21.006
C: 6.730 0.819 21.056
C: 6.067 0.021 20.122
C: 5.175 0.564 19.217
C: 4.856 2.001 19.215
C: 3.839 2.590 18.308
N: 3.205 3.796 18.397
C: 2.364 3.806 17.256
C: 2.407 2.631 16.550
N: 3.309 1.843 17.255
H: 6.883 2.955 21.615
H: 7.402 0.378 21.827
H: 6.258 -1.066 20.020
H: 4.743 -0.151 18.483
H: 1.660 4.527 17.032
H: 1.763 2.133 15.834
H: 3.717 0.881 16.958
O: 5.934 8.532 17.330
C: 5.592 7.381 17.523
O: 5.519 6.809 18.713
C: 5.310 6.395 16.340
C: 4.680 6.804 15.161
C: 4.501 5.863 14.143
C: 5.011 4.582 14.188
C: 5.635 4.174 15.415
C: 5.857 5.089 16.455
O: 6.654 4.715 17.473
N: 5.869 2.765 15.562
O: 5.598 2.110 14.513
O: 6.500 2.357 16.570
N: 3.975 6.229 12.873
O: 3.043 7.075 12.878
O: 4.535 5.627 11.924
H: 4.274 7.852 15.083
H: 5.014 3.919 13.296
N: 2.786 6.631 19.801
C: 2.195 7.808 19.905
N: 2.694 8.881 20.527
C: 1.807 9.935 20.507
C: 1.984 11.202 21.099
C: 0.937 12.112 21.174
C: -0.345 11.701 20.807
C: -0.528 10.500 20.121
C: 0.500 9.598 20.007
S: 0.528 7.999 19.327
H: 3.778 6.635 19.588
H: 2.272 5.773 19.672
H: 3.007 11.439 21.421
H: 1.119 13.102 21.624
H: -1.304 12.200 21.175
H: -1.525 10.160 19.742

Forces on atoms 1 to 6 (eV/Å):
0.767 0.786 -0.489
2.059 1.339 -0.695
-1.954 -2.997 0.279
-0.547 0.927 0.897
-0.670 0.041 0.199
0.538 -0.674 -0.987

Here are the Löwdin charges for atoms 1 to 4, given in e: atom 1 (Ti): 1.231, atom 2 (Cl): 0.678, atom 3 (C): -0.778, atom 4 (C): -0.118